[1]
Below is 2 unconnected molecules or ions with the total composition C4H9FN, with properties calculated with the ωB97M-V functional and the def2-TZVPD basis.

Properties
LUMO energy (spin up / spin down) (eV): -4.59 / -4.22
Molecular weight (g/mol): 90.1
Charge: +1
Spin multiplicity: 1
Gap between HOMO and LUMO (spin up / spin down) (eV): 7.652 / 7.977
Relative energy (zero: lowest compared OMol25 entry of this formula, charge and spin) (kJ/mol): 633.7

```
15
Properties=species:S:1:pos:R:3:lowdin_charge:R:1
H -3.364 -0.377 0.926 0.114
H 2.571 0.693 0.861 0.169
F 0.438 1.501 0.477 -0.016
H 3.238 -0.771 0.385 0.177
H 1.229 -1.146 -1.070 0.128
H -2.501 1.181 0.823 0.078
C 0.336 0.732 -0.614 -0.055
C 1.526 -0.152 -0.735 -0.177
H 1.810 -0.726 1.267 0.177
H 2.152 0.289 -1.519 0.135
C -2.781 0.286 0.273 -0.170
H -1.855 -1.292 -0.883 0.045
C -1.670 -0.479 -0.188 0.096
N 2.358 -0.261 0.532 0.193
H -3.487 0.522 -0.534 0.104
```

---

[2]
Below is 4 unconnected molecules or ions with the total composition C34H71NO4, with properties calculated with the ωB97M-V functional and the def2-TZVPD basis.

Properties
LUMO energy (eV): 0.68
Molecular weight (g/mol): 557.9
Structure (SMILES): CCCOC[C@@H]1C[C@@H](CCCCCCOC(C)=O)NC1=O.CCCCCC.CCCCCC.CCCCCC
Charge: 0
Spin multiplicity: 1
Gap between HOMO and LUMO (eV): 10.284

```
110
Properties=species:S:1:pos:R:3:lowdin_charge:R:1
H 0.371 4.186 2.300 0.101
C 5.842 -1.764 2.802 -0.224
H -7.848 1.140 -4.886 0.098
O -0.979 1.726 1.895 -0.005
H 7.069 6.496 -0.726 0.075
C -5.034 1.681 -3.338 -0.100
H -5.880 2.368 -3.385 0.066
C 6.301 3.798 -0.641 -0.229
H 8.032 6.496 0.752 0.068
H 4.577 1.229 0.944 0.077
C 7.425 4.521 0.098 -0.271
H 3.945 -0.929 3.344 0.090
C 0.691 -0.317 1.043 -0.181
H -2.697 -3.774 -2.697 0.113
H 6.204 4.225 -1.644 0.110
C 7.188 6.021 0.250 -0.112
C 5.259 1.827 1.553 -0.109
C 0.845 0.153 2.483 -0.160
H -3.055 -3.859 0.466 0.119
O -2.954 -0.825 0.601 0.111
C -2.366 -2.993 -2.021 -0.092
H 0.273 1.934 3.555 0.108
C 4.861 -1.248 3.854 -0.236
H -7.880 0.379 -7.856 0.074
C -1.548 -3.468 -0.769 -0.304
H -8.990 -0.224 -6.625 0.068
H 2.877 -3.229 3.875 0.064
H -6.054 -0.024 -4.169 0.097
H 6.277 1.634 1.212 0.067
H 6.588 2.753 -0.788 0.101
H -7.355 -1.550 1.551 0.111
H 7.772 -2.647 2.526 0.104
H -1.415 -4.539 -0.874 0.141
C -8.337 -2.687 0.029 -0.092
C 7.978 -1.171 4.068 -0.108
H -0.911 0.680 3.611 0.125
H 6.296 6.231 0.841 0.064
N -2.384 -3.108 0.389 0.076
H -3.483 -1.109 -2.022 0.141
C 4.906 3.310 1.468 -0.259
C 0.489 -2.827 0.657 -0.199
H -0.205 -1.824 -1.106 0.117
H 3.515 -4.165 5.227 0.070
C 1.448 -1.637 0.812 -0.192
H 8.179 -0.334 3.397 0.072
H -4.119 2.257 -3.491 0.078
H -4.883 -3.244 -0.387 0.112
H -6.446 -2.943 1.073 0.096
C -0.352 2.606 1.073 -0.508
H 1.502 2.850 2.164 0.058
H 6.032 -0.961 2.083 0.093
H -6.248 2.917 -5.591 0.100
H 5.269 -0.348 4.324 0.096
C -2.956 -1.858 -0.062 -0.373
H 4.215 3.308 -0.566 0.109
H 4.430 -4.059 3.729 0.067
C -3.452 -2.061 -1.515 -0.168
H 5.577 3.884 2.113 0.101
H 2.108 -1.858 1.644 0.085
H -4.961 -3.455 -2.125 0.130
H 7.579 4.073 1.084 0.097
H -4.223 1.607 -6.002 0.109
H 7.449 -0.786 4.941 0.065
O -0.743 2.740 -0.080 0.091
H 5.382 -2.543 5.508 0.099
H -5.151 0.211 -6.489 0.100
H 4.582 4.897 0.058 0.101
H 3.830 -1.755 5.660 0.104
H 8.356 4.366 -0.454 0.104
O -5.919 -1.827 -1.457 -0.130
H -0.268 -2.746 1.429 0.102
C -7.069 -2.143 0.686 -0.232
H -7.288 -0.662 -6.556 0.064
C 7.177 -2.258 3.356 -0.265
C -0.206 1.170 2.954 -0.177
H 1.080 0.428 0.360 0.112
H -9.120 -1.940 0.071 0.071
H -5.003 1.270 -2.327 0.062
H -6.937 -0.388 -0.490 0.127
H 5.186 1.470 2.582 0.059
C -0.153 -2.843 -0.726 -0.157
H 0.480 -3.433 -1.378 0.120
H 1.286 3.927 0.810 0.086
H -1.652 -2.417 -2.611 0.111
C -6.326 1.991 -6.166 -0.231
C 0.774 3.440 1.623 0.016
C -7.979 0.148 -6.794 -0.113
C -5.154 0.564 -4.370 -0.270
C 4.492 -2.251 4.945 -0.263
H 5.375 -2.572 2.232 0.103
H -8.694 -3.536 0.599 0.066
C -6.289 -1.219 -0.232 -0.222
H -0.363 -0.459 0.834 0.099
H 0.761 -0.724 3.120 0.112
H -6.231 2.282 -7.217 0.108
C 3.791 -3.497 4.410 -0.105
H 7.017 -3.099 4.036 0.098
H -8.130 -2.980 -0.991 0.069
H 8.937 -1.561 4.413 0.069
H 3.900 3.453 1.872 0.086
C 4.935 3.862 0.044 -0.229
C -5.157 1.070 -5.812 -0.229
H -4.312 -0.122 -4.241 0.095
H -8.460 2.145 -6.178 0.103
H 2.029 -1.567 -0.102 0.107
C -4.839 -2.717 -1.337 -0.165
H -5.434 -0.812 0.301 0.109
H 1.845 0.541 2.657 0.097
H 1.018 -3.757 0.839 0.108
C -7.711 1.386 -5.942 -0.271
```

---

[3]
Below is a molecular structure, C17H43N5OSi2, with properties calculated with the ωB97M-V functional and the def2-TZVPD basis.

Properties
LUMO energy (eV): -0.87
Molecular weight (g/mol): 389.7
Charge: 0
Spin multiplicity: 1
Gap between HOMO and LUMO (eV): 4.306
Relative energy (zero: lowest compared OMol25 entry of this formula, charge and spin) (kJ/mol): 82.9

```
68
Properties=species:S:1:pos:R:3:lowdin_charge:R:1
H 0.542 -2.133 -7.682 0.011
H 0.603 2.318 5.349 0.105
H -3.066 -2.017 1.713 0.124
C 0.004 -0.005 6.747 -0.095
C -1.164 -1.178 1.333 -0.421
Si 0.549 0.480 -3.698 0.185
O -0.371 -0.272 5.405 -0.221
C 2.328 -0.442 2.936 -0.124
H -2.066 -3.018 0.706 0.127
H -1.376 -0.470 2.134 0.122
H -1.579 2.016 -6.277 0.003
H -0.104 -3.100 4.164 0.143
H -1.834 1.007 -3.170 0.014
N 1.452 -1.532 3.353 0.150
C -1.706 1.012 -6.688 -0.207
H 1.635 -1.909 4.273 0.169
H -1.186 -2.132 -7.288 0.010
C 0.496 -2.064 2.658 -0.349
H 2.230 0.519 -7.253 0.017
N -1.440 -0.629 0.040 0.097
H 1.878 2.408 -4.597 0.006
C -0.912 1.590 -3.211 -0.208
H 3.233 1.122 3.975 0.110
H 2.126 -0.125 1.929 0.117
N 0.251 -0.522 -5.002 -0.238
H -1.932 -4.170 2.696 0.116
C -1.471 0.494 4.932 -0.205
H 1.752 -1.245 -2.345 0.015
H -1.050 2.406 -3.923 0.006
C 1.266 1.015 -7.376 -0.206
H -2.516 0.517 -6.150 0.015
H -2.389 -0.271 0.040 0.099
H -0.811 0.143 -0.156 0.069
H -0.470 0.882 7.136 0.090
N 0.238 -1.594 1.393 0.130
C 1.354 1.917 3.356 -0.166
C -1.665 -3.136 2.843 -0.122
H 0.919 1.678 2.396 0.105
H 1.081 0.017 -1.292 -0.007
H -0.597 -1.229 -8.694 0.009
H 0.018 -1.235 -1.976 -0.005
C 2.220 0.758 3.881 -0.154
C -0.362 -1.522 -7.664 -0.215
H 2.918 1.017 -4.254 0.018
H -0.195 -0.851 7.395 0.088
H -2.116 0.786 5.752 0.117
C -1.109 1.728 4.090 -0.147
H 2.351 2.056 -2.936 0.006
C 0.882 -0.605 -2.180 -0.231
H 2.017 2.752 3.191 0.108
C 2.067 1.596 -3.894 -0.204
C -2.055 -2.381 1.582 -0.119
H 0.407 -2.331 0.708 0.170
H 1.334 2.017 -6.947 0.003
H -0.753 2.049 -2.222 0.000
H 1.082 1.135 -8.451 0.012
H 1.926 0.442 4.867 0.077
H -1.868 2.474 4.286 0.110
H -1.181 1.514 3.034 0.088
H 0.125 3.434 4.126 0.108
N -0.200 -3.097 3.154 0.133
C 0.261 2.379 4.325 -0.179
H 3.344 -0.812 2.950 0.125
H 1.073 0.182 6.788 0.076
H -2.052 -0.173 4.303 0.097
Si -0.110 -0.003 -6.564 0.202
H -2.017 1.128 -7.734 0.011
H -2.243 -2.784 3.684 0.115
```

---

[4]
Below is a single H3OP molecule, with properties calculated with the ωB97M-V functional and the def2-TZVPD basis.

Properties
LUMO energy (eV): -0.21
Molecular weight (g/mol): 50.0
Structure (SMILES): OP
Charge: 0
Spin multiplicity: 1
Gap between HOMO and LUMO (eV): 9.852
Relative energy (zero: lowest compared OMol25 entry of this formula, charge and spin) (kJ/mol): 112.2

```
5
Properties=species:S:1:pos:R:3:lowdin_charge:R:1
H 1.296 1.318 -0.460 -0.024
O 0.372 1.225 -0.158 -0.470
H -1.514 -0.375 0.122 -0.169
H 0.122 -1.436 0.896 -0.113
P -0.276 -0.732 -0.400 0.776
```

---

- Which formula does entry 1 have?
  C4H9FN

---

Repeat the fourth record exactly.
Below is a single H3OP molecule, with properties calculated with the ωB97M-V functional and the def2-TZVPD basis.

Properties
LUMO energy (eV): -0.21
Molecular weight (g/mol): 50.0
Structure (SMILES): OP
Charge: 0
Spin multiplicity: 1
Gap between HOMO and LUMO (eV): 9.852
Relative energy (zero: lowest compared OMol25 entry of this formula, charge and spin) (kJ/mol): 112.2

```
5
Properties=species:S:1:pos:R:3:lowdin_charge:R:1
H 1.296 1.318 -0.460 -0.024
O 0.372 1.225 -0.158 -0.470
H -1.514 -0.375 0.122 -0.169
H 0.122 -1.436 0.896 -0.113
P -0.276 -0.732 -0.400 0.776
```